Entry 1:
{"formula": "C24H48AlCrO32S2", "method": "the ωB97M-V functional and the def2-TZVPD basis", "species": ["Cr", "Al", "S", "O", "O", "O", "O", "S", "O", "O", "O", "O", "C", "O", "C", "O", "O", "C", "H", "H", "H", "H", "H", "H", "C", "O", "C", "O", "O", "C", "H", "H", "H", "H", "H", "H", "C", "O", "C", "O", "O", "C", "H", "H", "H", "H", "H", "H", "C", "O", "C", "O", "O", "C", "H", "H", "H", "H", "H", "H", "C", "O", "C", "O", "O", "C", "H", "H", "H", "H", "H", "H", "C", "O", "C", "O", "O", "C", "H", "H", "H", "H", "H", "H", "C", "O", "C", "O", "O", "C", "H", "H", "H", "H", "H", "H", "C", "O", "C", "O", "O", "C", "H", "H", "H", "H", "H", "H"], "coordinates": [[22.07673, 0.68349, -10.99135], [16.53180, 2.24278, -9.26598], [23.65478, -1.55694, -10.79709], [22.51631, -1.06204, -9.97787], [23.76280, -0.43447, -11.75111], [24.86342, -1.91844, -10.07224], [23.41808, -2.85303, -11.48114], [19.74705, 1.89978, -10.44893], [19.41046, 2.41630, -9.13841], [18.57234, 1.85436, -11.29949], [20.93122, 2.53544, -11.09894], [20.27969, 0.46492, -10.35807], [17.89461, -0.67932, -13.18980], [16.51622, -0.86598, -13.02213], [15.98947, -0.60133, -11.82851], [16.59364, -0.20758, -10.86913], [14.68344, -0.79923, -11.81345], [13.95355, -1.04499, -13.00852], [18.08418, 0.21891, -13.77966], [18.31861, -1.54339, -13.70083], [18.42045, -0.54557, -12.24181], [14.30977, -0.42592, -13.83795], [12.90804, -0.85025, -12.81695], [14.13401, -2.06252, -13.36655], [24.76056, 0.16793, -7.93099], [24.19110, 1.40528, -7.50911], [23.38053, 2.02546, -8.31365], [22.94000, 1.62566, -9.38924], [23.05601, 3.18320, -7.79180], [22.49019, 4.17477, -8.68387], [25.51159, -0.13520, -7.20553], [25.29769, 0.28656, -8.87308], [24.01365, -0.61363, -7.97704], [23.25322, 4.48664, -9.39829], [22.26031, 5.01054, -8.03507], [21.63698, 3.76749, -9.21317], [19.43520, 4.69072, -6.73826], [18.74039, 4.35499, -5.56802], [17.46043, 4.02094, -5.72068], [16.90214, 3.85166, -6.76911], [16.92822, 3.86211, -4.51630], [15.55155, 3.52048, -4.47244], [19.05177, 5.62392, -7.15342], [19.43420, 3.90950, -7.49979], [20.47432, 4.84011, -6.44356], [15.09383, 4.11792, -3.68299], [15.44499, 2.45749, -4.29440], [15.04306, 3.86759, -5.37226], [22.12299, -2.13782, -14.12775], [21.51431, -1.03727, -14.82901], [21.20942, 0.02839, -14.16142], [21.33232, 0.20265, -12.95222], [20.74908, 0.94474, -14.97742], [20.17965, 2.10001, -14.36609], [21.65160, -2.23602, -13.15727], [23.20060, -2.01877, -14.10959], [21.87473, -3.03254, -14.69296], [19.72347, 2.73687, -15.10860], [20.94725, 2.65899, -13.81366], [19.49425, 1.83758, -13.55404], [19.04979, -1.10515, -7.65765], [19.57740, -0.28160, -6.62413], [18.86942, 0.80783, -6.29407], [17.78492, 1.08339, -6.72444], [19.50447, 1.57322, -5.42476], [20.88885, 1.37350, -5.14721], [19.42936, -0.79770, -8.62946], [17.96184, -1.08001, -7.67266], [19.37301, -2.12459, -7.45655], [21.01702, 0.50474, -4.50131], [21.22112, 2.26214, -4.62063], [21.47146, 1.23589, -6.05590], [13.59277, 3.75205, -12.72155], [14.74073, 4.09463, -13.47183], [15.90976, 4.03171, -12.84828], [16.09359, 3.52713, -11.77115], [16.84433, 4.56440, -13.61678], [18.15193, 4.67385, -13.04875], [12.74844, 4.24633, -13.20199], [13.64731, 4.01388, -11.67009], [13.35225, 2.68703, -12.81277], [18.18855, 5.53935, -12.38546], [18.83277, 4.79869, -13.88450], [18.41980, 3.79591, -12.46006], [22.53680, 4.80444, -12.56599], [23.36469, 4.12237, -13.50212], [23.66356, 2.86625, -13.23391], [23.38693, 2.30128, -12.18514], [24.36158, 2.38828, -14.22776], [24.83573, 1.04369, -14.13887], [22.58027, 5.86424, -12.79750], [22.79706, 4.60398, -11.53271], [21.48929, 4.51717, -12.70266], [23.99177, 0.37660, -13.97979], [25.46555, 0.91079, -13.25758], [25.40078, 0.81048, -15.02984], [20.05083, -3.01305, -10.86993], [18.71422, -3.22973, -11.28991], [18.55585, -3.91742, -12.41474], [19.42926, -4.30726, -13.14321], [17.25493, -4.08265, -12.61205], [16.85881, -4.65737, -13.85910], [20.34355, -3.68134, -10.05890], [20.14773, -2.00223, -10.48766], [20.68414, -3.18583, -11.73549], [15.91252, -5.15360, -13.67628], [17.63898, -5.32589, -14.21437], [16.70151, -3.88117, -14.61205]], "forces_ev_per_angstrom": [[-1.09, 1.06, -0.03], [0.49, -0.13, -0.06], [-0.56, 1.37, -0.78], [-0.21, -0.80, 0.25], [1.05, -0.38, -0.18], [0.01, -0.14, 0.12], [-0.03, -0.19, 0.26], [-1.82, -0.25, -0.47], [0.50, 0.05, 0.12], [0.23, 0.41, -0.07], [0.66, -0.18, -0.12], [1.24, -0.60, 0.42], [1.43, 0.30, 0.16], [-0.57, -0.29, -0.19], [-0.05, 0.12, -0.27], [0.06, 0.03, 0.46], [-0.40, 0.28, 0.53], [0.69, -0.33, -1.17], [-0.22, -0.07, -0.11], [-0.22, -0.05, -0.13], [-0.28, -0.07, 0.03], [-0.14, 0.27, 0.31], [-0.06, -0.09, 0.22], [-0.30, -0.07, 0.34], [0.59, -0.65, -0.15], [0.18, -0.02, 0.13], [-0.57, 0.48, 0.22], [0.23, -0.53, -0.39], [0.21, 0.05, -0.23], [0.21, -0.08, 0.02], [-0.18, 0.34, 0.26], [-0.32, 0.07, -0.09], [-0.21, 0.04, -0.15], [0.04, -0.10, 0.07], [-0.23, 0.01, -0.04], [-0.18, 0.10, 0.11], [0.77, 0.21, -0.74], [-0.51, 0.00, 0.65], [0.49, -0.46, 0.51], [-0.36, 0.29, -0.82], [0.39, 0.24, 0.00], [-0.69, 0.77, -0.04], [-0.03, -0.04, -0.09], [-0.34, -0.01, 0.17], [-0.11, 0.09, 0.18], [0.27, -0.33, 0.32], [-0.12, -0.09, -0.09], [0.15, -0.49, -0.18], [-0.42, -0.47, -0.22], [0.18, -0.37, -0.25], [0.11, 0.62, 0.00], [0.14, -0.20, 0.86], [-0.34, -0.09, -0.25], [0.37, 0.68, 1.59], [0.31, 0.09, 0.15], [0.02, 0.17, 0.26], [-0.02, 0.12, -0.11], [-0.03, -0.26, -0.36], [0.08, -0.03, -0.46], [-0.26, -0.18, -0.45], [-0.38, -0.51, -0.34], [0.21, 0.30, 0.20], [0.52, -0.50, -0.39], [-0.49, 0.08, -0.08], [-0.13, 0.37, 0.00], [0.15, -0.34, 0.28], [0.02, 0.17, 0.10], [0.03, 0.08, 0.07], [0.08, 0.07, 0.12], [0.04, 0.00, -0.06], [-0.07, 0.07, -0.02], [-0.09, 0.03, -0.06], [-1.19, -0.67, -0.18], [0.44, 0.44, -0.19], [-0.14, -0.30, -0.27], [0.01, -0.05, 0.77], [-0.07, 0.11, -0.28], [0.15, -0.09, 0.42], [0.21, 0.30, 0.11], [0.24, 0.16, -0.01], [0.44, -0.01, 0.13], [0.02, 0.08, -0.14], [-0.02, 0.13, -0.04], [-0.16, -0.06, -0.17], [-0.99, 0.33, 0.04], [-0.04, 0.07, -0.11], [0.21, 0.28, 0.70], [-0.01, -0.31, -0.33], [0.22, -0.05, -0.62], [-0.12, -0.41, 0.94], [0.41, -0.02, -0.02], [0.25, -0.06, -0.07], [0.19, -0.21, 0.04], [0.02, -0.09, -0.33], [0.07, 0.21, -0.09], [-0.14, 0.20, -0.23], [0.53, 0.03, -0.04], [-0.43, 0.01, 0.47], [-0.25, -0.06, -0.14], [0.35, 0.03, -0.21], [-0.28, 0.30, 0.19], [0.16, 0.02, -0.25], [-0.22, -0.25, -0.14], [-0.21, 0.15, -0.21], [0.30, 0.05, 0.26], [0.06, -0.19, 0.02], [-0.20, -0.19, 0.00], [0.08, 0.11, 0.16]], "s_squared": 6.04, "homo_lumo_gap_ev": [7.55, 5.02], "charge": 1, "homo_ev": [-11.64, -11.64], "lumo_energy_ev": [-4.096, -6.624], "spin_multiplicity": 5}

***

Entry 2:
{"formula": "C24H48BeCl7N2O6", "method": "the ωB97M-V functional and the def2-TZVPD basis", "species": ["Be", "Cl", "O", "O", "O", "O", "C", "C", "C", "C", "C", "C", "N", "O", "C", "C", "C", "H", "H", "H", "H", "H", "H", "H", "H", "H", "H", "H", "H", "H", "H", "H", "H", "H", "H", "C", "C", "C", "C", "C", "C", "N", "O", "C", "C", "C", "H", "H", "H", "H", "H", "H", "H", "H", "H", "H", "H", "H", "H", "H", "H", "H", "H", "H", "Cl", "C", "C", "Cl", "H", "H", "H", "H", "Cl", "C", "C", "Cl", "H", "H", "H", "H", "Cl", "C", "C", "Cl", "H", "H", "H", "H"], "coordinates": [[4.87086, 2.45104, 2.24142], [1.88577, 2.26050, 0.93205], [2.76312, 3.39763, 0.75926], [2.74189, 1.10025, 1.03883], [1.17057, 2.44294, 2.17225], [0.97582, 1.97158, -0.15691], [-1.48382, -3.03145, 2.50199], [-1.02807, -1.58387, 2.47944], [-1.40609, -1.05581, 1.08833], [-2.85178, -0.59678, 1.01986], [-3.06015, 0.47703, 2.10368], [-2.75992, -0.00206, 3.55783], [-1.49520, -0.73592, 3.61339], [-1.27285, -1.23264, 4.90031], [-2.62042, 1.30248, 4.36014], [-3.97838, -0.75679, 4.05599], [0.52932, -1.63804, 2.48038], [-2.55147, -3.05409, 2.27375], [-1.42617, -3.50361, 3.48447], [-0.94504, -3.64710, 1.78660], [-0.73443, -0.26422, 0.74977], [-1.34324, -1.80801, 0.30060], [-3.57161, -1.40403, 1.16318], [-2.96476, -0.17578, 0.02299], [-4.07451, 0.87562, 2.05569], [-2.49221, 1.33029, 1.72644], [-2.82426, 1.04930, 5.40317], [-1.57609, 1.58970, 4.23616], [-3.31367, 2.10668, 4.12673], [-3.93962, -1.38440, 4.95025], [-4.72642, -0.05767, 4.43290], [-4.45357, -1.40755, 3.32146], [0.86761, -2.32355, 3.26117], [1.06367, -0.70060, 2.63560], [0.89056, -2.07287, 1.54955], [1.26004, -1.01922, -1.57072], [1.38989, -2.17999, -2.52602], [1.02239, -1.52709, -3.92644], [1.31633, -2.44963, -5.13583], [2.74728, -3.01893, -5.09392], [3.06046, -3.56422, -3.71510], [2.73506, -2.72779, -2.54071], [3.05309, -3.28909, -1.33711], [2.53450, -5.01515, -3.67932], [4.60154, -3.71911, -3.63221], [0.20744, -3.12393, -2.24426], [2.11497, -0.35810, -1.71845], [1.36265, -1.39811, -0.55023], [0.31982, -0.47264, -1.57747], [-0.03555, -1.27326, -3.91358], [1.67740, -0.65507, -3.99399], [1.10055, -1.87062, -6.03291], [0.64009, -3.30178, -5.03995], [3.38449, -2.17473, -5.36363], [2.80894, -3.84152, -5.80335], [2.50440, -5.50574, -2.70395], [1.50833, -5.13418, -4.03093], [3.16949, -5.69948, -4.24182], [4.99072, -4.36625, -4.41959], [5.13298, -2.76749, -3.64773], [4.91784, -4.24526, -2.73067], [0.08395, -3.95290, -2.94065], [-0.79275, -2.68435, -2.24474], [0.24785, -3.50599, -1.21997], [0.76762, 6.99546, 3.46716], [1.47280, 5.43184, 4.00316], [2.64981, 5.79205, 4.94018], [1.98411, 6.62137, 6.37584], [1.76109, 4.86281, 3.11968], [0.66248, 4.87402, 4.46831], [3.31810, 6.50539, 4.46467], [3.14954, 4.87183, 5.24069], [-1.34623, 6.41222, 0.79663], [-1.14847, 4.91851, -0.11848], [-2.25902, 3.90699, 0.14942], [-3.86647, 4.54280, -0.30633], [-0.32043, 4.28310, 0.19750], [-1.13475, 5.20472, -1.16711], [-2.29147, 3.53990, 1.17565], [-1.98866, 2.98810, -0.37455], [-1.21253, 3.50816, -4.10659], [-1.22961, 1.84905, -3.49452], [-2.58759, 1.47254, -2.84593], [-2.63573, -0.22752, -2.45252], [-0.48956, 1.73765, -2.70320], [-1.06536, 1.22533, -4.36981], [-3.36569, 1.59666, -3.59621], [-2.75359, 2.01040, -1.91708]], "forces_ev_per_angstrom": [[-1.39, -0.16, -0.95], [-1.17, -1.22, 0.33], [0.52, 0.67, -0.40], [1.53, -0.67, 0.78], [-0.22, 0.00, -0.24], [0.53, 1.26, 0.54], [-1.78, -0.69, 1.65], [3.17, 0.38, -1.98], [-1.13, 0.75, -0.16], [0.05, 0.74, 0.77], [-0.01, -0.45, -1.41], [-1.06, 3.08, -1.80], [-1.40, -5.68, 6.64], [-0.16, 3.05, -7.23], [0.87, -0.67, 1.37], [-1.17, -1.42, 0.98], [0.60, -0.46, 1.05], [0.02, -0.14, -0.29], [0.41, 0.13, 0.05], [0.18, 0.41, -0.08], [-0.02, 0.22, 0.27], [0.63, -0.53, 0.53], [0.11, -0.19, -0.22], [-0.50, 0.03, 0.17], [-0.17, -0.31, 0.45], [0.60, 0.07, 0.83], [0.41, 0.18, 0.12], [-0.18, 0.68, 0.24], [0.03, -0.27, -0.66], [1.14, -0.04, -0.02], [0.10, 0.49, -0.70], [0.17, 0.25, -0.33], [-0.06, 0.09, 0.11], [-0.42, 0.26, -0.15], [-0.33, 0.13, -0.15], [1.22, -0.22, 1.42], [-3.16, 1.91, -1.80], [1.79, -1.11, -0.03], [-0.31, -0.13, 1.11], [-1.51, 1.77, 0.23], [2.95, -1.82, -0.03], [-1.21, -2.19, 2.55], [-0.42, 1.54, -2.97], [-0.89, -0.70, 0.84], [0.45, -0.45, 0.21], [-0.08, -1.20, 0.84], [-0.21, 0.32, 0.01], [0.11, 0.04, 0.11], [-0.04, -0.09, -0.59], [0.12, 0.31, 0.10], [-0.32, 0.34, -0.23], [0.05, -0.37, -0.23], [-0.30, 0.10, -0.45], [0.49, -0.32, -0.04], [0.41, 0.16, -0.08], [0.23, 0.60, 0.37], [0.06, 0.19, -0.34], [0.04, 0.40, -0.42], [-0.22, 0.30, -0.38], [-0.16, 0.10, -0.13], [-0.31, 0.19, 0.24], [0.42, -0.13, 0.12], [0.33, 0.91, -0.36], [0.45, -0.43, -0.05], [-0.03, -0.30, -0.22], [0.27, 0.83, 0.04], [-1.25, -0.45, -0.39], [0.33, -0.27, 0.17], [0.29, 0.20, -0.02], [0.23, 0.08, 0.38], [0.07, -0.23, -0.08], [0.17, 0.17, 0.21], [0.17, -0.09, 0.19], [-0.90, -1.13, 0.30], [-0.05, 0.15, -0.05], [0.17, -0.53, 0.01], [0.81, 0.93, -0.16], [0.26, -0.30, 0.00], [-0.07, 0.73, 0.28], [-0.32, 0.19, -0.61], [-0.15, 0.26, 0.24], [-0.82, -0.58, 0.71], [0.45, 1.00, -1.19], [0.28, -1.15, 0.13], [0.43, 0.00, -0.44], [0.26, -0.22, 0.30], [-0.20, 0.43, 0.37], [-0.26, 0.24, -0.33]], "s_squared": 2.15, "homo_lumo_gap_ev": [3.51, 4.68], "charge": 1, "homo_ev": [-10.99, -11.74], "lumo_energy_ev": [-7.475, -7.062], "spin_multiplicity": 3}

***

The total energy results, record by record, are as follows: -147871.067 -128966.273 eV.
The max |F| results, record by record, are as follows: 1.898 8.847 eV Å⁻¹.